#1
The following is a DFT calculation (the ωB97M-V functional and the def2-TZVPD basis) of a cluster of 3 separate species, C2H9NO4 in total.

Structure (XYZ):
```
16
Properties=species:S:1:pos:R:3
O 1.614 0.603 1.771
O -1.289 -2.321 0.686
O 1.431 -1.034 -0.364
O 0.034 -0.644 -2.066
N 0.182 0.852 -0.311
C 0.637 -0.326 -0.910
C -1.122 1.379 -0.504
H 1.934 0.029 1.075
H -1.088 -1.824 1.486
H -1.855 0.569 -0.345
H -1.313 1.730 -1.524
H 0.080 0.133 -2.654
H -0.402 -2.536 0.356
H 0.743 1.098 0.532
H -1.411 2.166 0.190
H 1.825 0.127 2.583
```

* 2S+1: 2
* highest occupied orbital energy (alpha / beta): -15.34 / -15.34 eV
* total charge: +1
* <S²>: 0.763
* frontier orbital gap (alpha / beta): 11.6 / 6.0 eV

#2
The following is a DFT calculation (the ωB97M-V functional and the def2-TZVPD basis) of a cluster of 3 separate species, C2H9NO4 in total.

Structure (XYZ):
```
16
Properties=species:S:1:pos:R:3
O -2.115 -2.255 0.235
O 1.512 0.652 1.243
O -0.801 -0.081 -1.292
O 2.371 1.056 -1.619
N -0.677 0.257 1.002
C 0.486 0.302 1.767
C -0.715 0.917 -0.296
H 3.230 1.292 -1.993
H -1.568 1.599 -0.282
H -1.390 -0.425 1.334
H -1.877 -3.151 -0.031
H 0.242 1.407 -0.514
H 0.022 -0.577 -1.125
H 2.646 0.669 -0.776
H 0.372 0.060 2.822
H -1.739 -1.722 -0.477
```

* 2S+1: 2
* highest occupied orbital energy (alpha / beta): -15.26 / -15.26 eV
* total charge: +1
* <S²>: 0.769
* frontier orbital gap (alpha / beta): 10.8 / 5.5 eV

Which one is most stable, and which one is least stable? #1 is the most stable of them, while #2 is the least stable.

#1
The following is a DFT calculation (the ωB97M-V functional and the def2-TZVPD basis) of a cluster of 2 separate species, C6H9N3O in total.

Structure (XYZ):
```
19
Properties=species:S:1:pos:R:3
O 0.386 0.544 0.995
N 1.634 -0.407 -0.352
N -1.796 0.004 0.659
N -3.199 0.496 -0.985
C -0.521 -0.195 1.343
C -2.053 0.004 -0.595
C 1.073 -1.576 -0.547
C -2.981 0.510 1.206
C 2.401 0.589 -0.676
C -3.824 0.846 0.153
H -1.379 -0.290 -1.436
H 3.273 0.615 -1.423
H 0.357 -1.789 0.116
H -3.061 0.712 2.223
H -4.837 1.112 0.043
H 1.809 1.519 -0.813
H 2.880 0.776 0.435
H -0.682 -0.832 2.231
H 0.987 -2.392 -1.264
```

* SMILES: O=Cn1ccnc1.C=NC
* highest occupied orbital energy: -8.52 eV
* total charge: 0
* frontier orbital gap: 8.9 eV

#2
The following is a DFT calculation (the ωB97M-V functional and the def2-TZVPD basis) of a structure of composition C6H9N3O.

Structure (XYZ):
```
19
Properties=species:S:1:pos:R:3
O 0.689 2.270 0.332
N -1.825 -0.567 -0.692
N -3.202 0.997 0.123
N -1.303 -0.020 0.400
C -2.973 0.048 -0.838
C 0.011 -0.346 0.857
C -2.180 0.880 0.940
C 0.482 -1.562 0.195
C 0.762 1.728 -0.982
C 1.239 1.041 0.226
H -0.082 1.371 -1.593
H -0.381 -2.398 0.382
H -3.585 -0.169 -1.609
H 0.639 -1.452 -0.923
H 1.472 2.392 -1.508
H 2.348 1.143 0.679
H 1.390 -2.055 0.658
H -1.925 1.716 1.569
H 0.224 -0.301 1.899
```

* highest occupied orbital energy: -9.06 eV
* total charge: 0
* frontier orbital gap: 10.0 eV

#3
The following is a DFT calculation (the ωB97M-V functional and the def2-TZVPD basis) of an isolated molecule of C6H9N3O.

Structure (XYZ):
```
19
Properties=species:S:1:pos:R:3
O -0.871 -0.011 -2.535
N -0.250 1.392 0.264
N -0.892 2.474 0.041
N 0.003 0.914 1.489
C 0.925 -2.659 0.975
C 0.585 -1.203 0.474
C 0.397 -0.271 1.614
C 0.493 -0.905 -0.777
C 0.293 -0.668 -2.157
C -1.440 3.437 0.637
H -0.058 -3.291 0.947
H 0.544 -0.616 2.656
H 1.715 -3.059 0.418
H 1.122 -0.069 -2.478
H 1.414 -2.467 2.010
H -0.747 0.943 -2.416
H 0.226 -1.626 -2.846
H -1.342 3.615 1.663
H -2.119 4.071 0.020
```

* highest occupied orbital energy (alpha / beta): -8.02 / -7.52 eV
* total charge: 0
* frontier orbital gap (alpha / beta): 7.9 / 6.4 eV

Which one is most stable, and which one is least stable? #2 is the most stable of them, while #3 is the least stable.

#1
The following is a DFT calculation (the ωB97M-V functional and the def2-TZVPD basis) of a cluster of 2 separate species, H3O2PS in total.

Structure (XYZ):
```
7
Properties=species:S:1:pos:R:3
S 2.460 -0.520 0.419
P -0.822 -1.353 0.614
O -1.312 -2.175 -0.588
O -0.743 0.210 0.060
H 2.714 -0.803 -0.842
H -1.803 -2.003 -1.361
H -0.142 0.689 0.652
```

* highest occupied orbital energy (alpha / beta): -8.41 / -7.42 eV
* total charge: 0
* frontier orbital gap (alpha / beta): 7.5 / 5.6 eV

#2
The following is a DFT calculation (the ωB97M-V functional and the def2-TZVPD basis) of a cluster of 2 separate species, H3O2PS in total.

Structure (XYZ):
```
7
Properties=species:S:1:pos:R:3
S -0.375 -1.399 -1.096
P -0.406 0.416 -2.146
O 0.585 -0.022 1.583
O -0.737 1.451 -1.177
H 0.748 0.506 0.864
H -1.177 -1.030 -0.182
H 1.361 0.079 2.153
```

* SMILES: O=PS.O
* highest occupied orbital energy: -9.97 eV
* total charge: 0
* frontier orbital gap: 9.2 eV

Which one is most stable, and which one is least stable? #2 is the most stable of them, while #1 is the least stable.

#1
The following is a DFT calculation (the ωB97M-V functional and the def2-TZVPD basis) of a cluster of 2 separate species, C5H14N2 in total.

Structure (XYZ):
```
21
Properties=species:S:1:pos:R:3
N -2.578 -0.353 0.107
N 1.996 -0.097 -0.006
C 2.125 -0.629 -1.154
C -3.525 0.653 -0.119
C 2.211 -0.854 1.157
C 1.769 1.326 0.182
C -1.576 -0.513 -0.626
H -0.928 -1.270 -0.350
H 1.521 -0.498 1.912
H -4.595 0.284 0.021
H 2.258 -1.967 0.868
H 2.193 -1.729 -1.398
H 1.665 1.491 1.230
H -1.372 -0.104 -1.548
H -2.680 -0.712 1.047
H -3.646 1.192 0.788
H 2.605 1.863 -0.104
H 1.834 -0.047 -2.098
H 3.282 -0.741 1.494
H 0.911 1.622 -0.269
H -3.468 1.084 -1.135
```

* highest occupied orbital energy: -20.04 eV
* total charge: +2
* frontier orbital gap: 11.4 eV

#2
The following is a DFT calculation (the ωB97M-V functional and the def2-TZVPD basis) of the ion C5H14N2 with charge +2.

Structure (XYZ):
```
21
Properties=species:S:1:pos:R:3
N 1.851 -0.131 2.012
N -3.158 -0.389 -1.002
C -1.647 -0.617 -1.015
C -0.707 0.373 -0.878
C 2.305 0.421 -0.494
C 1.325 -0.167 0.541
C -0.056 0.508 0.559
H -0.766 0.018 1.251
H 3.156 -0.266 -0.708
H 2.789 0.277 1.938
H 2.710 1.418 -0.308
H 2.058 -1.036 2.426
H 1.266 -1.223 0.345
H 0.113 1.581 0.751
H 1.262 0.580 2.449
H -3.586 -0.798 -0.159
H -0.677 1.211 -1.578
H -3.794 -0.617 -1.803
H 1.830 0.326 -1.472
H -1.481 -1.634 -1.345
H -3.345 0.617 -0.917
```

* SMILES: C[C@@H]([NH3+])C/C=C/[NH3+]
* highest occupied orbital energy: -16.90 eV
* total charge: +2
* frontier orbital gap: 7.8 eV

Which one is most stable, and which one is least stable? #1 is the most stable of them, while #2 is the least stable.

#1
The following is a DFT calculation (the ωB97M-V functional and the def2-TZVPD basis) of the ion C5H14N2 with charge +2.

Structure (XYZ):
```
21
Properties=species:S:1:pos:R:3
N 1.015 -0.070 -2.242
N -1.332 0.315 2.005
C 0.838 0.101 -0.728
C -0.903 -0.704 1.006
C -0.819 -1.963 1.376
C 1.246 1.552 -0.371
C -0.655 -0.204 -0.405
H -1.218 0.701 -0.630
H -2.330 0.240 2.231
H 1.535 2.139 -1.231
H -1.143 1.272 1.704
H 0.704 0.734 -2.793
H 1.995 -0.303 -2.426
H 2.065 1.555 0.335
H 0.434 2.079 0.128
H -0.984 -2.361 2.378
H -1.007 -0.993 -1.069
H 1.507 -0.619 -0.256
H -0.821 0.169 2.884
H -0.612 -2.760 0.677
H 0.484 -0.880 -2.573
```

* SMILES: C=C([NH3+])C[C@H](C)[NH3+]
* highest occupied orbital energy: -18.83 eV
* total charge: +2
* frontier orbital gap: 11.9 eV

#2
The following is a DFT calculation (the ωB97M-V functional and the def2-TZVPD basis) of the ion C5H14N2 with charge +2.

Structure (XYZ):
```
21
Properties=species:S:1:pos:R:3
N -0.590 0.983 2.981
N 0.617 -0.647 -2.584
C -1.119 0.655 0.649
C 0.685 -0.251 -1.062
C -0.681 0.453 -0.797
C -0.192 1.019 1.549
C 1.001 -1.499 -0.250
H -2.160 0.518 0.920
H -1.386 -0.207 -1.322
H 1.421 0.545 -1.107
H 0.115 0.535 3.576
H 0.190 0.121 -3.109
H 0.960 -1.205 0.790
H 0.135 -2.150 -0.448
H -0.649 1.418 -1.289
H 0.684 1.609 1.323
H -1.483 0.499 3.112
H 1.508 -0.888 -2.996
H -0.840 1.905 3.372
H 1.869 -2.020 -0.624
H -0.086 -1.390 -2.686
```

* SMILES: C[C@@H]([NH3+])C/C=C/[NH3+]
* highest occupied orbital energy: -18.63 eV
* total charge: +2
* frontier orbital gap: 11.5 eV

Which one is most stable, and which one is least stable? #1 is the most stable of them, while #2 is the least stable.

#1
The following is a DFT calculation (the ωB97M-V functional and the def2-TZVPD basis) of the ion CHFNO3S with charge -1.

Structure (XYZ):
```
8
Properties=species:S:1:pos:R:3
S 0.264 0.423 0.818
F -0.130 1.020 -1.727
O -0.457 -0.704 1.522
O -0.210 1.752 1.251
O 1.735 0.234 0.630
N -0.462 -1.102 -1.281
C -0.254 0.058 -0.880
H -0.487 -1.682 -0.332
```

* SMILES: [H]/N=C(/F)S(=O)(=O)[O-]
* highest occupied orbital energy: -5.57 eV
* total charge: -1
* frontier orbital gap: 9.9 eV

#2
The following is a DFT calculation (the ωB97M-V functional and the def2-TZVPD basis) of the ion CHFNO3S with charge -1.

Structure (XYZ):
```
8
Properties=species:S:1:pos:R:3
S -2.046 -0.298 -0.032
F -1.348 2.235 -0.381
O -2.241 -0.395 -1.446
O -3.097 0.125 0.803
O -1.336 -1.454 0.418
N 0.412 0.865 0.100
C -0.833 1.034 0.008
H 0.405 -0.203 0.216
```

* SMILES: [H]/N=C(/F)S(=O)(=O)[O-]
* highest occupied orbital energy: -5.49 eV
* total charge: -1
* frontier orbital gap: 9.8 eV

Which one is most stable, and which one is least stable? #2 is the most stable of them, while #1 is the least stable.

#1
The following is a DFT calculation (the ωB97M-V functional and the def2-TZVPD basis) of an isolated molecule of C2H6NOPS.

Structure (XYZ):
```
12
Properties=species:S:1:pos:R:3
S 2.937 -1.927 1.648
P 0.498 -1.145 0.099
O 2.149 -1.399 0.335
N -0.271 -2.471 -0.063
C 0.662 -0.091 -1.390
C 0.083 -0.006 1.490
H -0.317 0.355 -1.566
H 0.592 0.945 1.364
H 1.422 0.674 -1.266
H 0.386 -0.481 2.422
H 0.908 -0.739 -2.230
H -0.995 0.140 1.496
```

* highest occupied orbital energy (alpha / beta): -9.02 / -8.85 eV
* total charge: 0
* frontier orbital gap (alpha / beta): 7.7 / 7.2 eV

#2
The following is a DFT calculation (the ωB97M-V functional and the def2-TZVPD basis) of a cluster of 2 separate species, C2H6NOPS in total.

Structure (XYZ):
```
12
Properties=species:S:1:pos:R:3
S -0.244 1.358 0.056
P -0.857 -0.433 0.166
O -2.115 -0.213 1.221
N -2.899 -1.226 1.716
C 2.489 1.645 -1.867
C -2.310 -2.307 1.996
H -2.857 -3.042 2.405
H -1.180 -2.391 1.908
H 2.025 1.605 -0.932
H 1.748 1.573 -2.622
H 3.191 0.834 -1.950
H 3.008 2.597 -2.096
```

* SMILES: C=NOP=S.C
* highest occupied orbital energy: -9.43 eV
* total charge: 0
* frontier orbital gap: 8.3 eV

Which one is most stable, and which one is least stable? #2 is the most stable of them, while #1 is the least stable.